{
  "formula": "C37H94N8O13",
  "method": "ωB97M-V/def2-TZVPD",
  "symbols": ["C", "O", "N", "N", "H", "H", "H", "H", "C", "O", "C", "C", "N", "C", "C", "O", "C", "H", "H", "H", "H", "H", "H", "H", "H", "H", "H", "H", "H", "H", "H", "H", "C", "O", "C", "C", "N", "C", "C", "O", "C", "H", "H", "H", "H", "H", "H", "H", "H", "H", "H", "H", "H", "H", "H", "H", "C", "O", "C", "C", "N", "C", "C", "O", "C", "H", "H", "H", "H", "H", "H", "H", "H", "H", "H", "H", "H", "H", "H", "H", "C", "O", "C", "C", "N", "C", "C", "O", "C", "H", "H", "H", "H", "H", "H", "H", "H", "H", "H", "H", "H", "H", "H", "H", "C", "O", "C", "C", "N", "C", "C", "O", "C", "H", "H", "H", "H", "H", "H", "H", "H", "H", "H", "H", "H", "H", "H", "H", "C", "O", "C", "C", "N", "C", "C", "O", "C", "H", "H", "H", "H", "H", "H", "H", "H", "H", "H", "H", "H", "H", "H", "H"],
  "coordinates": [[6.4679, 8.1633, -20.5289], [6.7587, 8.9819, -21.4066], [6.7343, 6.8247, -20.5815], [5.9211, 8.5499, -19.3358], [6.1909, 6.2210, -19.9703], [7.2566, 6.4071, -21.3351], [5.6015, 9.4999, -19.2786], [6.0397, 7.9829, -18.5119], [5.7823, 3.4191, -19.6410], [5.2915, 4.6916, -19.2628], [4.5450, 4.7650, -18.0561], [5.4910, 4.9689, -16.8557], [6.4646, 6.0056, -17.1130], [7.5165, 6.1113, -16.1149], [8.3458, 7.3522, -16.4648], [8.8893, 7.1529, -17.7430], [9.4716, 8.3319, -18.2603], [4.9274, 2.7371, -19.5475], [6.6594, 3.0629, -19.0961], [5.9959, 3.4176, -20.7113], [3.8872, 3.9022, -17.9202], [3.8980, 5.6189, -18.2688], [5.9473, 3.9858, -16.6433], [4.9419, 5.1115, -15.9193], [6.8143, 5.8708, -18.0535], [8.1532, 5.2180, -16.0681], [6.9805, 6.2257, -15.1701], [9.1454, 7.4742, -15.7217], [7.7160, 8.2458, -16.3946], [9.6823, 8.2213, -19.3232], [10.3971, 8.6086, -17.7466], [8.7571, 9.1575, -18.1801], [0.0763, 6.4301, -21.3394], [0.1335, 5.2926, -20.4734], [0.8555, 4.1912, -20.9768], [2.3567, 4.4716, -21.1824], [2.6052, 5.0944, -22.4719], [4.0354, 5.4635, -22.5573], [4.3444, 6.0099, -23.9173], [4.4738, 4.9168, -24.8300], [4.7879, 5.2897, -26.1484], [-0.2343, 6.1274, -22.3399], [1.0610, 6.8979, -21.3138], [-0.6508, 7.0869, -20.8644], [0.4035, 3.8784, -21.9311], [0.6412, 3.2987, -20.3876], [2.8495, 3.4922, -21.1000], [2.5935, 5.1259, -20.3426], [2.4318, 4.4253, -23.2146], [4.6373, 4.5761, -22.3157], [4.2645, 6.1576, -21.7471], [5.3856, 6.3701, -23.8942], [3.7176, 6.8321, -24.2670], [3.9166, 5.4568, -26.7809], [5.3682, 4.4770, -26.5933], [5.4963, 6.1246, -26.1771], [9.7838, 1.6952, -15.8814], [9.4157, 2.7196, -16.7935], [10.5234, 3.4691, -17.2519], [10.1485, 4.2924, -18.4667], [10.3787, 3.6311, -19.7442], [9.5002, 4.1739, -20.7599], [9.9823, 5.5398, -21.2715], [9.0895, 5.9888, -22.2632], [9.4813, 7.2453, -22.7898], [10.3261, 2.1033, -15.0208], [10.4613, 0.9968, -16.3827], [8.8312, 1.2660, -15.5842], [11.4017, 2.8504, -17.4816], [10.8704, 4.1005, -16.4246], [10.5814, 5.2991, -18.4554], [9.1115, 4.6375, -18.2893], [10.2250, 2.6372, -19.6325], [8.4539, 4.2481, -20.4372], [9.4800, 3.4763, -21.6019], [10.9928, 5.4491, -21.6822], [10.0571, 6.2429, -20.4337], [9.4730, 7.9688, -21.9674], [8.7583, 7.4406, -23.5723], [10.4955, 7.3024, -23.2027], [-3.1361, 9.3198, -19.3840], [-3.7286, 10.6062, -19.5038], [-2.7511, 11.6240, -19.6571], [-1.8014, 11.4873, -20.8479], [-0.5468, 10.8408, -20.5561], [0.3413, 10.8016, -21.7460], [1.6398, 10.0950, -21.3746], [2.3448, 9.8903, -22.5655], [3.6572, 9.3629, -22.4124], [-2.4620, 9.0704, -20.2025], [-3.9253, 8.5678, -19.4042], [-2.6342, 9.2502, -18.4151], [-2.1842, 11.7121, -18.7190], [-3.3579, 12.5208, -19.7892], [-1.7306, 12.4860, -21.3111], [-2.3391, 10.9121, -21.6118], [-0.0548, 11.4058, -19.8680], [0.5215, 11.8573, -21.9729], [-0.1852, 10.2223, -22.5024], [1.4266, 9.1349, -20.8920], [2.1757, 10.7486, -20.6705], [4.1535, 10.0609, -21.7290], [4.1045, 9.4997, -23.3965], [3.7255, 8.3173, -22.1072], [9.9348, 12.0964, -20.4499], [9.2404, 12.5469, -21.6026], [8.0517, 11.8142, -21.8441], [6.9153, 11.9343, -20.8381], [6.5600, 13.3356, -20.7304], [5.7846, 13.7225, -19.5630], [4.5992, 12.8387, -19.2209], [5.0309, 11.6359, -18.5956], [3.9497, 10.7451, -18.3819], [9.3188, 12.3589, -19.5839], [10.8363, 12.7076, -20.4097], [10.2072, 11.0385, -20.4874], [8.3457, 10.7632, -21.9788], [7.7004, 12.0625, -22.8483], [7.1913, 11.4678, -19.8804], [6.1477, 11.2398, -21.1828], [7.3087, 13.9811, -20.9161], [5.3553, 14.6970, -19.8156], [6.4738, 13.7659, -18.7068], [4.0055, 12.5925, -20.1120], [3.9017, 13.3699, -18.5627], [3.7900, 10.1025, -19.2528], [3.0390, 11.2682, -18.0910], [4.2715, 10.0247, -17.6273], [6.7831, 8.7994, -25.0010], [6.1718, 8.8397, -26.2649], [6.9826, 8.4919, -27.3785], [6.1257, 8.8232, -28.5952], [6.4455, 8.0413, -29.8067], [6.4955, 6.6044, -29.6974], [7.3009, 5.9760, -30.8384], [7.4124, 4.5898, -30.6424], [8.3643, 3.9134, -31.4668], [7.3011, 9.7398, -24.7873], [7.4798, 7.9551, -24.9911], [6.0874, 8.6422, -24.1787], [7.3180, 7.4575, -27.2600], [7.8490, 9.1597, -27.3005], [6.2841, 9.8781, -28.8047], [5.0660, 8.6025, -28.4366], [5.9297, 8.3808, -30.6010], [5.4959, 6.1499, -29.7058], [7.0236, 6.3185, -28.7900], [8.2803, 6.4667, -30.8322], [6.8006, 6.1324, -31.8020], [9.3714, 4.2289, -31.1752], [8.1332, 4.1906, -32.4961], [8.2610, 2.8753, -31.1668]],
  "forces_ev_per_angstrom": [[0.951, 0.205, -0.080], [-0.359, -0.748, 0.102], [-0.419, 0.091, 0.348], [-0.289, -0.041, -0.350], [0.224, -0.043, -0.364], [0.064, 0.237, -0.197], [0.422, 0.019, 0.146], [-0.159, -0.031, 0.139], [-1.024, -0.428, -0.278], [0.452, -0.139, -0.237], [0.277, 0.746, 0.056], [-0.332, -1.097, -0.009], [-0.753, 0.004, -0.238], [-0.266, 0.509, -0.689], [0.012, -0.716, 1.070], [0.056, 0.237, -0.338], [-0.286, 0.385, -0.126], [0.363, -0.387, 0.233], [-0.076, 0.145, 0.237], [0.230, 0.372, 0.071], [0.202, -0.187, -0.006], [0.007, 0.177, 0.566], [0.374, -0.036, -0.313], [-0.245, 0.620, -0.209], [0.452, -0.026, 0.151], [0.023, -0.017, 0.047], [0.434, 0.150, 0.222], [0.090, 0.031, -0.015], [-0.074, 0.036, -0.335], [-0.006, -0.340, 0.034], [0.012, -0.091, 0.137], [0.049, 0.111, 0.057], [0.243, -0.572, 1.044], [-0.196, -0.356, 0.288], [-0.313, 0.001, -1.183], [-1.708, -0.828, -0.006], [0.849, 0.441, 0.479], [-1.283, -0.436, 0.213], [2.426, -0.304, -0.323], [-1.098, -0.212, 0.043], [0.912, -0.398, -0.152], [0.126, 0.202, -0.128], [-0.114, 0.231, -0.569], [-0.055, 0.123, -0.230], [0.164, 0.278, -0.359], [0.298, 0.382, 0.768], [0.437, 0.153, 0.275], [0.634, 0.064, -0.171], [-0.130, -0.037, 0.056], [0.345, 0.062, -0.418], [-0.083, 0.328, -0.222], [-0.203, 0.658, 0.335], [-0.419, -0.257, 0.040], [-0.136, 0.320, 0.114], [-0.276, -0.237, 0.042], [-0.376, 0.409, 0.068], [0.015, 0.657, -0.475], [0.130, -0.173, -0.355], [0.663, 0.457, 0.213], [-0.564, 0.880, 0.660], [-0.282, 0.306, 0.578], [0.086, -0.145, -0.941], [0.077, -0.683, 0.370], [0.437, -0.169, -0.108], [-0.117, 0.031, 0.428], [-0.168, 0.037, 0.107], [-0.234, -0.308, 0.110], [0.256, -0.402, 0.190], [-0.206, -0.375, -0.131], [-0.099, 0.273, -0.054], [0.796, -0.396, 0.037], [-0.283, -0.686, -0.349], [-0.114, 0.002, -0.086], [-0.028, 0.237, 0.228], [0.129, 0.115, -0.095], [0.048, -0.132, -0.065], [-0.238, 0.187, -0.032], [-0.398, 0.338, -0.264], [0.038, 0.505, 0.129], [0.010, -0.608, -0.081], [-0.527, -0.129, 0.279], [0.481, -0.477, -0.528], [-0.325, 0.071, 0.214], [-1.083, 0.090, -0.410], [0.602, -0.105, 0.026], [-0.550, -0.128, 1.555], [-0.451, 0.166, -0.297], [-0.015, -0.424, -0.311], [-0.282, 1.478, -0.285], [0.229, 0.232, 0.064], [-0.186, 0.201, 0.081], [0.313, -0.118, -0.091], [0.110, 0.083, -0.037], [0.188, 0.101, 0.084], [0.459, 0.064, 0.131], [0.098, -0.160, 0.059], [-0.150, -0.133, 0.166], [0.232, -0.247, -1.009], [0.147, 0.351, -0.369], [-0.065, 0.071, 0.194], [0.265, -0.179, -0.043], [0.519, -0.542, 0.166], [0.189, -0.249, 0.081], [-0.246, 0.036, 0.233], [-0.323, 1.137, -0.243], [-0.110, 0.116, 0.080], [0.236, -1.393, -0.794], [1.320, 0.107, -0.011], [-1.466, -0.757, -0.268], [0.309, 0.091, -0.386], [0.067, -0.312, -0.360], [-0.339, 0.097, 0.160], [0.612, -0.475, 0.042], [0.232, -0.485, 0.300], [0.092, -0.164, 0.077], [-0.216, -0.090, 0.001], [-0.262, -0.078, 0.456], [-0.022, 0.625, 0.134], [0.287, 0.272, 0.135], [-0.383, 0.544, -0.274], [0.285, -0.203, 0.066], [0.197, 0.155, 0.488], [-0.500, 0.256, 0.376], [0.234, 0.038, -0.225], [0.187, 0.087, 0.227], [-0.452, 0.405, -0.280], [-0.084, -0.071, 0.085], [-0.193, 0.311, 0.397], [0.683, -0.170, -0.240], [-1.292, -0.092, 0.191], [-0.221, 0.852, 1.125], [-0.140, -1.258, -1.052], [1.598, 0.594, 0.194], [-0.264, -0.429, -0.486], [0.047, 0.220, -0.118], [-0.068, -0.372, 0.661], [-0.568, 1.134, 1.166], [0.276, -0.071, -0.036], [0.194, 0.108, 0.199], [-0.378, 0.002, -0.318], [-0.046, -0.013, -0.281], [0.297, -0.267, -0.559], [-0.304, 0.037, -0.159], [-0.026, 0.477, 1.015], [-0.126, -0.116, -0.026], [-0.035, -0.178, 0.295], [-0.240, -0.015, 0.072], [0.086, -0.037, -0.230], [0.109, 0.351, -0.120], [0.106, 0.103, -0.323], [0.318, -0.627, -0.277], [-0.065, -0.203, -0.676]],
  "largest_force_ha_per_bohr": 0.0480,
  "total_charge": 0,
  "smiles": "COCCNCCOC.COCCNCCOC.COCCNCCOC.COCCNCCOC.COCCNCCOC.COCCNCCOC.NC(N)=O",
  "orbital_gap_ev": 8.75,
  "multiplicity": 1,
  "molar_mass_g_mol": 859.2
}